# 1
{
  "formula": "C20H25Cl2PRu",
  "method": "ωB97M-V/def2-TZVPD",
  "species": ["Ru", "Cl", "Cl", "C", "H", "H", "C", "C", "H", "C", "H", "C", "H", "H", "C", "H", "H", "C", "H", "H", "H", "H", "C", "P", "C", "C", "C", "C", "C", "C", "C", "C", "C", "C", "C", "C", "H", "H", "H", "H", "H", "H", "H", "H", "H", "H", "H", "H", "H"],
  "positions_angstrom": [[-0.511, 1.593, -0.086], [1.367, 2.829, -0.558], [-0.793, 2.742, 1.940], [3.263, -0.621, -2.511], [3.715, -1.407, -1.893], [3.785, 0.317, -2.514], [-1.702, 1.282, -1.486], [2.319, -0.865, -3.402], [-2.066, 0.213, -1.646], [1.508, 0.185, -4.209], [1.790, -1.813, -3.435], [0.753, 1.458, -3.634], [2.214, 0.628, -4.938], [0.762, -0.420, -4.766], [-0.757, 1.682, -3.941], [0.894, 1.620, -2.570], [1.279, 2.354, -4.029], [-1.802, 1.997, -2.832], [-0.709, 2.596, -4.549], [-1.093, 0.866, -4.609], [-1.875, 3.078, -2.582], [-2.786, 1.736, -3.261], [-0.550, -1.843, -0.221], [-0.257, -0.370, 0.830], [-1.767, -0.296, 1.901], [-1.622, -0.213, 3.302], [-2.770, -0.026, 4.086], [-4.034, 0.082, 3.488], [-4.154, 0.063, 2.096], [-3.005, -0.093, 1.299], [1.165, -0.829, 1.893], [2.108, 0.149, 2.206], [3.190, -0.167, 3.036], [3.347, -1.467, 3.529], [2.411, -2.452, 3.187], [1.326, -2.139, 2.371], [-1.218, -1.617, -1.061], [-0.990, -2.634, 0.408], [0.431, -2.137, -0.611], [-0.625, -0.245, 3.745], [-2.673, 0.043, 5.170], [-4.925, 0.217, 4.107], [-5.113, 0.222, 1.611], [-3.040, 0.040, 0.215], [1.976, 1.162, 1.799], [3.910, 0.601, 3.300], [4.199, -1.721, 4.168], [2.524, -3.467, 3.560], [0.599, -2.911, 2.097]],
  "s_squared": 6.018,
  "de_lowest_ev": 0.000,
  "e_homo_ev": [-7.13, -8.80],
  "lumo_energy_ev": [-0.2, -1.8],
  "total_energy_ev": -58057.166,
  "gap_ha": [0.2553, 0.2588],
  "spin_multiplicity": 5
}


# 2
{
  "formula": "C25H23N3O4S2",
  "method": "ωB97M-V/def2-TZVPD",
  "species": ["C", "C", "C", "C", "C", "C", "C", "H", "H", "H", "N", "C", "O", "C", "N", "C", "O", "C", "C", "C", "O", "N", "C", "S", "S", "C", "H", "H", "C", "H", "C", "H", "H", "C", "H", "C", "H", "O", "H", "H", "C", "C", "C", "C", "C", "C", "H", "H", "H", "H", "H", "H", "H", "H", "H", "H", "H"],
  "positions_angstrom": [[-7.242, -0.844, -2.837], [-7.010, -1.122, -1.383], [-5.779, -0.853, -0.802], [-5.566, -1.113, 0.546], [-6.593, -1.646, 1.318], [-7.820, -1.914, 0.740], [-8.029, -1.654, -0.601], [-8.990, -1.866, -1.048], [-8.614, -2.328, 1.342], [-6.429, -1.852, 2.367], [-4.340, -0.856, 1.182], [-3.191, -0.365, 0.654], [-3.015, -0.038, -0.495], [-2.081, -0.246, 1.717], [-0.858, 0.212, 1.126], [0.197, -0.608, 0.868], [0.313, -1.774, 1.207], [1.210, 0.184, 0.130], [2.363, -0.451, -0.207], [3.535, 0.084, -0.913], [3.677, 1.211, -1.339], [4.495, -0.896, -1.041], [4.183, -2.133, -0.564], [5.092, -3.472, -0.728], [2.594, -2.125, 0.214], [5.781, -0.599, -1.629], [5.640, 0.204, -2.356], [6.140, -1.506, -2.121], [6.819, -0.166, -0.571], [7.774, -0.053, -1.104], [6.446, 1.122, 0.182], [7.343, 1.712, 0.367], [5.735, 1.729, -0.373], [5.881, 0.600, 1.503], [4.816, 0.383, 1.413], [6.684, -0.686, 1.694], [7.632, -0.475, 2.209], [6.959, -1.188, 0.400], [6.147, -1.459, 2.248], [6.021, 1.297, 2.326], [0.643, 1.494, -0.039], [1.096, 2.657, -0.647], [0.270, 3.770, -0.636], [-0.979, 3.730, -0.036], [-1.450, 2.576, 0.579], [-0.633, 1.467, 0.570], [-2.428, 2.553, 1.032], [-1.604, 4.611, -0.046], [0.605, 4.682, -1.106], [2.065, 2.682, -1.116], [-2.399, 0.439, 2.510], [-1.875, -1.233, 2.145], [-4.326, -1.107, 2.162], [-4.980, -0.442, -1.396], [-6.349, -0.434, -3.301], [-7.517, -1.761, -3.357], [-8.059, -0.135, -2.961]],
  "e_homo_ev": -8.16,
  "lumo_energy_ev": -1.3,
  "total_energy_ev": -60630.811,
  "gap_ha": 0.2508,
  "smiles": "Cc1cccc(NC(=O)CN2C(=O)/C(=C3\\SC(=S)N(C[C@H]4CCCO4)C3=O)c3ccccc32)c1"
}


# 3
{
  "formula": "C31H57F8N2O2",
  "method": "ωB97M-V/def2-TZVPD",
  "species": ["C", "C", "C", "C", "C", "C", "C", "C", "C", "C", "C", "C", "C", "O", "C", "C", "F", "F", "C", "F", "F", "C", "F", "F", "C", "F", "F", "C", "C", "C", "C", "C", "C", "O", "C", "C", "N", "C", "C", "C", "C", "N", "C", "H", "H", "H", "H", "H", "H", "H", "H", "H", "H", "H", "H", "H", "H", "H", "H", "H", "H", "H", "H", "H", "H", "H", "H", "H", "H", "H", "H", "H", "H", "H", "H", "H", "H", "H", "H", "H", "H", "H", "H", "H", "H", "H", "H", "H", "H", "H", "H", "H", "H", "H", "H", "H", "H", "H", "H", "H"],
  "positions_angstrom": [[-3.053, 1.899, 7.519], [-2.863, 1.980, 5.873], [-3.684, 0.671, 5.247], [-4.216, 1.004, 3.731], [-3.993, -0.370, 2.825], [-4.913, -0.236, 1.475], [-4.407, 0.887, 0.394], [-2.752, 1.010, 0.275], [-2.066, -0.366, -0.384], [-2.200, -0.453, -2.010], [-0.818, -0.064, -2.842], [-0.846, 1.546, -3.059], [0.592, 2.294, -3.240], [0.539, 3.767, -3.287], [0.344, 4.353, -1.952], [1.696, 4.976, -1.262], [2.432, 5.747, -2.333], [2.570, 3.833, -0.896], [1.416, 6.044, -0.048], [0.547, 7.130, -0.622], [2.689, 6.742, 0.360], [0.676, 5.415, 1.272], [-0.710, 4.884, 0.990], [0.446, 6.575, 2.211], [1.595, 4.340, 2.124], [0.743, 3.881, 3.282], [2.819, 4.969, 2.702], [0.433, -0.682, -1.992], [1.851, -0.809, -2.836], [1.649, -1.367, -4.385], [0.844, -2.833, -4.416], [1.838, -4.118, -4.162], [2.020, -4.541, -2.588], [0.774, -4.490, -1.791], [0.231, -5.865, -1.594], [0.906, -6.669, -0.332], [0.566, -0.037, -0.632], [1.903, -0.213, 0.051], [2.311, -1.758, 0.417], [3.943, -2.041, 0.199], [4.882, -0.937, 0.981], [6.214, -1.565, 1.428], [-0.567, -0.634, 0.221], [-2.849, 0.797, 7.857], [-4.200, 2.141, 7.730], [-2.351, 2.665, 8.092], [-1.731, 1.905, 5.561], [-3.291, 3.011, 5.487], [-2.947, -0.265, 5.253], [-4.625, 0.508, 5.928], [-3.598, 1.853, 3.203], [-5.370, 1.243, 3.703], [-4.347, -1.312, 3.442], [-2.838, -0.563, 2.595], [-4.881, -1.295, 0.932], [-6.038, -0.086, 1.799], [-4.897, 0.641, -0.666], [-4.842, 1.934, 0.759], [-2.240, 1.208, 1.335], [-2.550, 1.972, -0.359], [-2.746, -1.251, 0.044], [-2.527, -1.538, -2.311], [-3.077, 0.279, -2.328], [-0.970, -0.558, -3.919], [-1.441, 2.156, -2.224], [-1.461, 1.748, -4.062], [1.301, 2.007, -2.329], [1.105, 1.916, -4.234], [-0.111, 3.587, -1.161], [-0.427, 5.240, -2.051], [1.886, 3.375, 1.529], [0.130, -1.817, -1.767], [2.628, -1.556, -2.340], [2.430, 0.218, -2.941], [0.943, -0.633, -5.004], [2.673, -1.570, -4.928], [0.388, -2.984, -5.507], [-0.089, -2.846, -3.688], [2.872, -3.842, -4.673], [1.439, -5.079, -4.729], [2.410, -5.667, -2.571], [2.833, -3.871, -2.036], [0.359, -6.409, -2.634], [-0.915, -5.737, -1.373], [0.092, -7.248, 0.319], [1.654, -7.492, -0.751], [1.491, -5.948, 0.387], [0.375, 1.009, -0.625], [2.802, 0.353, -0.494], [1.804, 0.351, 1.100], [2.033, -1.945, 1.542], [1.771, -2.485, -0.337], [4.190, -3.111, 0.659], [4.240, -2.015, -0.935], [5.152, -0.095, 0.199], [4.319, -0.454, 1.915], [6.499, -2.273, 0.702], [6.094, -2.068, 2.344], [-0.469, -1.820, 0.328], [-0.463, -0.183, 1.318]],
  "total_charge": 1,
  "e_homo_ev": -11.75,
  "lumo_energy_ev": -2.7,
  "total_energy_ev": -61864.472,
  "gap_ha": 0.3313
}